1.
20
Properties=species:S:1:pos:R:3:forces:R:3:lowdin_charge:R:1 method="wB97M-V/def2-TZVPD" orbital_gap_ev="8.703 / 6.277" relative_energy_ev=1.728 e_lumo_ev="-1.272 / -1.781" fmax_ev_per_a=5.21
O -2.748 -1.508 1.040 0.1 -0.1 0.1 0.15
O 0.056 2.292 -0.975 0.2 0.7 0.0 0.06
O -3.095 0.973 -0.377 0.0 0.0 0.3 0.15
O 1.550 2.930 0.484 -0.1 0.4 -0.1 0.09
O -1.600 1.831 0.965 -0.9 -0.6 0.1 0.13
O -0.142 -0.466 0.888 -1.8 0.7 2.0 0.11
O -1.876 -2.184 -0.826 -0.3 -1.0 -0.2 0.14
N -2.033 -1.409 0.076 -0.9 -0.3 -0.3 -0.32
N 0.879 2.151 -0.117 0.5 -0.8 0.1 -0.22
N -2.073 0.957 0.269 0.6 1.6 0.3 -0.30
C -0.489 -0.077 -1.312 1.1 -0.9 -2.3 0.01
C 0.813 -0.487 -1.123 -2.8 0.7 4.3 0.01
C -1.180 -0.184 -0.049 1.4 -1.1 0.8 -0.31
C 2.321 -0.863 1.074 -0.6 -1.9 -2.2 0.02
C 1.024 -0.551 0.281 1.9 0.6 -1.6 -0.25
H 1.624 -0.358 -1.665 3.3 0.1 -3.3 0.08
H -0.910 0.069 -2.305 -0.3 0.2 0.7 0.15
H 3.275 -0.635 0.467 -1.8 -0.1 1.0 0.12
H 2.253 -2.013 1.130 0.4 1.5 0.3 0.12
H 2.352 -0.469 2.075 -0.1 0.3 0.2 0.07

***

2.
79
Properties=species:S:1:pos:R:3:forces:R:3:lowdin_charge:R:1 method="wB97M-V/def2-TZVPD" total_charge=-1 orbital_gap_ev="6.458 / 5.651" s_squared=0.754 spin_multiplicity=2 relative_energy_ev=0.816 e_lumo_ev="1.199 / 0.452" fmax_ev_per_a=0.63
Ir 0.894 0.952 -0.121 0.4 -0.4 0.2 1.67
Br -2.915 1.904 -3.178 0.0 0.0 0.0 0.77
Br -4.343 -0.953 -4.207 0.0 0.0 0.0 0.69
Br -0.349 -3.772 -1.186 0.0 0.0 0.0 0.79
Br -3.062 -3.834 -3.164 0.0 0.0 0.0 0.69
S 5.100 1.210 -1.384 0.0 0.0 0.0 1.09
S 0.516 1.084 -4.509 0.1 0.0 0.0 1.07
S 1.530 3.976 -2.555 -0.2 -0.1 -0.1 1.09
O 0.572 -0.961 -0.741 0.1 0.5 0.3 -0.27
O 3.386 -2.559 1.697 -0.1 -0.1 0.2 -0.03
O 4.296 0.957 5.050 0.0 0.0 0.0 0.08
O -0.550 1.334 -1.412 -0.4 0.2 -0.3 -0.27
O 3.123 -1.365 -0.207 0.2 0.2 0.3 -0.02
O 2.312 1.537 -1.242 0.0 -0.2 0.2 -0.33
O 0.802 2.837 0.579 -0.2 -0.1 0.1 -0.16
O 1.246 4.064 2.390 0.0 0.0 -0.1 0.08
N -0.592 0.368 1.216 -0.1 0.1 -0.1 -0.07
N 2.262 0.791 1.472 -0.1 0.1 -0.2 0.03
N -4.895 -0.501 3.790 0.0 0.0 0.0 0.18
N -4.205 -2.551 3.226 0.0 0.0 0.0 0.17
C -2.822 -0.987 -3.089 0.0 0.0 0.1 -0.77
C -0.530 -0.852 1.759 0.1 0.0 0.0 -0.07
C 2.606 1.380 -2.624 0.0 0.1 -0.1 -0.52
C -3.965 -1.200 3.205 0.0 0.0 0.0 -0.28
C -0.531 -1.003 -1.473 -0.5 -0.1 0.1 -0.43
C 4.645 0.138 -3.652 0.0 0.0 0.0 -0.12
C -2.279 -2.190 -2.660 0.0 0.0 0.0 -0.76
C 4.024 0.843 -2.668 0.0 0.0 0.0 -0.46
C -6.178 -3.855 4.144 0.0 0.0 0.0 -0.02
C 2.210 1.899 2.236 0.0 0.1 0.0 -0.16
C 2.928 4.608 -4.594 -0.1 0.0 0.0 -0.19
C 6.392 0.410 -2.166 0.0 0.1 0.0 -0.41
C 3.278 3.270 -4.275 0.0 0.0 0.0 -0.12
C 2.880 2.024 3.426 0.0 0.0 0.0 0.06
C -5.826 -1.432 4.216 0.0 0.0 0.0 -0.23
C -2.769 -0.642 2.565 0.1 0.0 0.0 -0.12
C -2.240 0.219 -2.674 -0.1 -0.1 0.1 -0.67
C 3.003 -0.251 1.885 0.0 -0.2 -0.2 -0.12
C -1.693 1.115 1.364 0.0 0.0 0.0 -0.06
C -1.120 0.215 -1.865 0.1 0.1 0.2 -0.43
C 0.589 -1.436 -4.133 0.1 0.0 -0.3 -0.17
C 1.363 3.052 1.733 0.1 -0.1 0.1 -0.56
C 2.580 2.787 -3.209 0.1 0.0 0.1 -0.49
C -7.026 -1.244 4.901 0.0 0.0 0.0 -0.02
C 1.596 -0.890 -3.295 0.2 0.1 -0.1 -0.11
C 3.625 0.940 3.874 0.0 -0.1 0.0 -0.28
C -7.783 -2.360 5.193 0.0 0.0 0.0 -0.10
C 1.973 5.104 -3.756 0.1 0.1 0.1 -0.42
C -0.079 -0.480 -4.840 0.2 -0.1 -0.1 -0.39
C 3.180 -1.542 1.018 -0.1 0.1 -0.5 -0.68
C -2.801 0.645 2.038 0.0 0.0 0.0 0.03
C 3.672 -0.202 3.097 0.1 0.0 0.0 0.07
C -5.419 -2.725 3.856 0.0 0.0 0.0 -0.19
C -7.366 -3.647 4.817 0.0 0.0 0.0 -0.10
C -1.143 -2.192 -1.842 -0.1 0.0 0.2 -0.66
C 1.667 0.468 -3.384 0.1 0.0 -0.1 -0.44
C 6.015 -0.113 -3.364 0.0 0.0 0.0 -0.18
C -1.599 -1.386 2.444 -0.1 0.0 0.0 0.03
H 0.382 -1.408 1.592 0.0 0.0 0.0 0.12
H -1.507 -2.375 2.870 0.0 0.0 0.0 0.12
H 1.529 6.086 -3.768 0.0 0.0 0.0 0.06
H 3.361 5.170 -5.410 0.0 0.0 0.0 0.09
H -1.667 2.088 0.890 0.0 0.0 0.0 0.13
H 4.177 1.816 5.470 0.0 0.0 0.0 0.11
H 2.206 -1.457 -2.603 0.0 0.0 0.0 0.13
H -7.343 -0.250 5.185 0.0 0.0 0.0 0.11
H -7.990 -4.497 5.062 0.0 0.0 0.0 0.10
H 4.132 -0.209 -4.538 0.0 0.0 0.0 0.12
H 2.788 2.957 3.967 0.0 0.0 0.0 0.13
H -3.703 -3.238 2.690 0.0 0.0 0.0 0.16
H -0.896 -0.614 -5.532 0.0 0.0 0.0 0.07
H 0.356 -2.490 -4.187 0.0 0.0 0.0 0.11
H -8.722 -2.247 5.720 0.0 0.0 0.0 0.10
H 6.674 -0.677 -4.007 0.0 0.0 0.0 0.09
H 4.007 2.681 -4.811 0.0 0.0 0.0 0.12
H 4.224 -1.083 3.391 0.0 0.0 0.0 0.13
H 7.356 0.336 -1.687 0.0 0.0 0.0 0.06
H -5.857 -4.847 3.857 0.0 0.0 0.0 0.11
H -3.691 1.250 2.126 0.0 0.0 0.0 0.12